This record from the Open Molecules 2025 dataset describes C41H35Cl2N10O3S3Zr as an isolated structure. The level of theory is wB97M-V/def2-TZVPD.

- Maximum force: 0.79 eV/A
- Charge: +1
- Energy relative to the best compared isomer or geometry (same formula, charge and spin): 0.887 eV
- Kohn-Sham gap: 0.253 Ha

Each line ends with the Mulliken charge.
Cartesian coordinates (Å):
1 Zr 0.0749 0.0965 0.2214  -1.125
2 Cl -4.7373 5.0234 0.6741  -0.194
3 C -3.4784 4.0351 0.0144  -0.082
4 C -3.4010 2.7106 0.4346  -0.741
5 C -2.3701 1.9208 -0.0433  -0.059
6 N -2.0722 0.5996 0.3637  0.735
7 C -3.0357 -0.2076 0.8296  -0.110
8 O -4.2472 -0.0531 0.8230  -0.736
9 C -2.4609 -1.4458 1.4733  0.044
10 C -3.2972 -2.3624 2.0866  -0.881
11 C -2.7293 -3.3881 2.8203  -0.596
12 C -1.3477 -3.4490 2.9276  -0.999
13 C -0.5812 -2.5123 2.2573  -0.398
14 N -1.1245 -1.5365 1.5180  1.811
15 C -1.4382 2.4563 -0.9408  -0.408
16 C -1.5313 3.7582 -1.3828  -0.666
17 C -2.5611 4.5540 -0.8881  0.133
18 Cl -2.6533 6.1994 -1.4125  -0.222
19 N -0.4819 1.4902 -1.3432  0.985
20 C -0.4275 1.1618 -2.6539  -0.589
21 O -0.4553 1.8909 -3.6279  -0.733
22 C -0.4683 -0.3466 -2.8586  0.791
23 C -0.4658 -0.8848 -4.1356  -0.596
24 C -0.7569 -2.2292 -4.2852  -0.711
25 C -1.0553 -2.9796 -3.1561  -1.227
26 C -0.9922 -2.3694 -1.9158  -0.480
27 N -0.6792 -1.0804 -1.7609  1.327
28 H -4.1321 2.3217 1.1269  0.631
29 H -4.3637 -2.2174 1.9951  0.624
30 H -3.3506 -4.1158 3.3231  0.461
31 H -0.8588 -4.2049 3.5250  0.503
32 H 0.4969 -2.5146 2.3150  0.250
33 H -0.8185 4.1618 -2.0846  0.642
34 H -0.2743 -0.2233 -4.9693  0.636
35 H -0.7848 -2.6803 -5.2675  0.508
36 H -1.3443 -4.0181 -3.2292  0.513
37 H -1.2248 -2.9183 -1.0086  0.730
38 S 1.8449 2.7331 0.7199  -0.339
39 C 0.4253 2.7823 1.6598  0.523
40 N -0.2132 1.6800 2.0299  0.324
41 C -1.2895 1.9819 2.8723  -1.099
42 C -2.1099 1.0691 3.5251  -0.196
43 C -3.1617 1.5399 4.2878  -0.856
44 C -3.3938 2.9099 4.4254  -0.701
45 C -2.5543 3.8291 3.8258  -0.416
46 C -1.4999 3.3508 3.0593  0.829
47 S -0.2876 4.2565 2.2068  -0.186
48 H -1.9190 0.0080 3.4548  0.678
49 H -3.8130 0.8368 4.7876  0.436
50 H -4.2290 3.2576 5.0169  0.409
51 H -2.7209 4.8901 3.9426  0.469
52 C 4.1511 -4.2513 0.5512  -1.330
53 N 3.0003 -3.6518 -0.1081  0.248
54 C 2.3345 -4.4269 -1.1373  -1.034
55 C 2.4482 -2.4790 0.3075  -0.174
56 N 1.2665 -2.0761 -0.0054  0.223
57 N 3.3044 -1.6926 1.0570  0.207
58 C 2.9462 -0.5546 1.7502  -0.117
59 N 3.9803 0.1522 2.2712  -0.433
60 N 1.7111 -0.2311 1.8980  -0.178
61 H 5.0987 -3.9289 0.1083  0.341
62 H 4.0891 -5.3325 0.4468  0.449
63 H 4.1521 -4.0275 1.6170  0.428
64 H 3.0672 -5.0639 -1.6270  0.454
65 H 1.9106 -3.7669 -1.8961  0.214
66 H 1.5398 -5.0622 -0.7324  0.328
67 H 0.7697 -2.8020 -0.5045  -0.217
68 H 4.2882 -1.8789 0.9641  0.520
69 H 4.9116 -0.0156 1.9257  0.193
70 H 3.7728 1.1209 2.4726  0.284
71 H 1.6237 0.6022 2.4718  0.186
72 O 1.9348 0.1028 -1.1575  0.513
73 S 2.5593 1.2691 -1.9338  -0.210
74 C 2.7634 0.5876 -3.5603  0.816
75 C 2.7156 1.4763 -4.6213  -0.451
76 C 2.8632 0.9847 -5.9129  -0.891
77 C 3.0397 -0.3732 -6.1218  -0.599
78 C 3.0609 -1.2556 -5.0464  -0.883
79 C 2.9170 -0.7791 -3.7555  0.242
80 C 4.2380 1.3013 -1.3599  1.169
81 C 4.9497 0.1379 -1.0965  -0.104
82 C 6.2490 0.2437 -0.6329  -1.021
83 C 6.8222 1.4979 -0.4348  -0.507
84 C 6.0998 2.6490 -0.6998  -0.897
85 C 4.7916 2.5557 -1.1643  -0.485
86 H 2.5329 2.5278 -4.4490  0.456
87 H 2.8227 1.6641 -6.7527  0.448
88 H 3.1489 -0.7509 -7.1289  0.426
89 H 3.1806 -2.3168 -5.2208  0.468
90 H 2.8845 -1.4546 -2.9111  0.069
91 H 4.4878 -0.8271 -1.2625  0.377
92 H 6.8323 -0.6490 -0.4457  0.472
93 H 7.8396 1.5734 -0.0766  0.445
94 H 6.5431 3.6218 -0.5397  0.452
95 H 4.2029 3.4446 -1.3445  0.453

Atoms 1-3, force components in eV/Å:
Zr 0.7 -0.1 0.4
Cl 0.0 0.0 0.0
C -0.1 0.0 0.1